No. 1
10
Properties=species:S:1:pos:R:3:forces:R:3 method="wB97M-V/def2-TZVPD" molar_mass_g_mol=93.08 homo_ev=-10.460 relative_energy_ev=1.556 gap_ev=9.972 e_lumo_ev=-0.49 charge=0 fmax_ev_per_a=1.105 smiles="N#CC=C=CC=O"
N 3.31672 0.93490 -0.75279 -0.923 -0.005 0.606
C 2.36614 0.80975 -0.10427 0.845 0.085 -0.616
C 0.26401 -0.22537 0.33842 0.037 0.013 0.021
C 1.22985 0.56310 0.73523 -0.138 -0.195 -0.026
O -2.08980 0.97830 -0.52109 -0.032 -0.533 -0.085
C -1.98553 -0.22421 -0.51636 -0.074 0.397 -0.032
C -0.75219 -0.93885 -0.06865 0.201 0.158 0.148
H 1.21433 1.00740 1.72750 0.062 -0.168 -0.081
H -2.82984 -0.87869 -0.80266 0.078 0.063 -0.045
H -0.73368 -2.02632 -0.03533 -0.055 0.186 0.109


No. 2
18
Properties=species:S:1:pos:R:3:forces:R:3 method="wB97M-V/def2-TZVPD" molar_mass_g_mol=108.09 homo_ev=-10.423 relative_energy_ev=1.384 gap_ev=10.568 e_lumo_ev=0.14 charge=0 fmax_ev_per_a=0.382 smiles=O.O.O.O.O.O
O 1.60333 2.74825 -0.44479 -0.129 -0.117 -0.008
H 1.21804 2.53912 0.41966 0.059 0.334 -0.175
H 0.92169 3.25658 -0.89226 0.034 0.086 0.019
O -2.22910 -1.77463 -1.07444 -0.197 0.091 -0.027
H -2.43091 -1.02651 -1.64541 0.060 -0.062 -0.131
H -3.07407 -2.21317 -0.92783 -0.007 -0.006 0.061
O -0.63923 -3.38174 0.70991 -0.026 -0.078 -0.024
H -0.95646 -3.01356 -0.12373 0.080 0.060 0.040
H 0.31648 -3.28749 0.67421 0.018 0.016 0.023
O 2.24395 -0.04183 -1.27881 0.206 -0.224 -0.068
H 2.45889 -0.79628 -1.83445 0.008 -0.035 0.043
H 1.66370 -0.38799 -0.58510 -0.078 0.106 -0.194
O -0.12848 -0.12691 0.17289 -0.195 0.039 0.242
H -0.26150 0.70586 -0.29296 0.157 0.034 -0.025
H -0.96941 -0.60086 0.12602 0.110 -0.103 0.022
O 0.26195 2.63668 2.02566 -0.052 -0.145 0.285
H 0.50308 1.80947 2.45712 -0.030 -0.066 -0.043
H -0.50195 2.95499 2.51432 -0.020 0.069 -0.041


No. 3
147
Properties=species:S:1:pos:R:3:forces:R:3 method="wB97M-V/def2-TZVPD" molar_mass_g_mol=1345.14 homo_ev=-10.783 gap_ev=7.754 e_lumo_ev=-3.03 charge=+1 fmax_ev_per_a=4.253
C -2.24387 -0.68590 1.56819 0.108 1.045 -0.585
S -1.87693 -2.25009 0.76516 -1.400 -2.616 3.048
O -3.11363 -2.77152 0.25166 0.303 0.974 -1.826
O -1.42155 -3.10779 1.82159 1.395 0.771 0.218
N -0.65143 -2.22036 -0.38520 -1.494 1.600 -0.297
C 0.37064 -1.17268 -0.23648 1.511 0.273 -0.764
C 0.36817 -0.13316 -1.41546 -0.252 -1.672 1.041
N -1.08283 0.00698 -1.79869 1.089 1.592 -0.254
C -1.23398 1.33568 -2.48316 -0.088 1.190 -0.160
C -1.30843 2.49590 -1.45081 0.052 0.388 -1.134
C -0.00901 3.35432 -1.45792 0.078 -0.635 0.956
N 0.63697 3.16128 -0.14983 0.021 0.098 -0.555
C 0.12795 4.11784 0.84797 1.001 -0.316 -0.247
C 0.90113 4.08368 2.16105 -0.155 0.337 -0.067
C 1.01943 5.29193 2.85870 -0.238 -0.111 -0.550
C 1.73609 5.37416 4.02913 -0.114 0.512 0.135
C 2.34299 4.24040 4.53789 0.519 -0.164 0.903
C 2.22572 3.01596 3.91319 -0.179 0.598 -0.235
C 1.50454 2.97073 2.72582 0.087 -1.012 -0.235
O 1.40291 1.70408 2.10891 -0.436 0.180 0.276
C -1.59211 -1.17674 -2.53187 -0.992 -0.891 -0.511
C -1.25520 -1.19842 -4.04521 0.402 -0.042 -0.462
C -1.99768 -2.30679 -4.83493 0.379 -0.493 -0.322
O -1.44028 -3.21378 -5.39897 -0.183 0.671 0.521
P -3.46859 -1.01209 -2.41253 -2.012 0.836 1.007
O -3.85107 -0.24661 -1.22696 0.996 0.206 0.382
O -4.22040 -2.42914 -2.39874 0.908 0.445 -0.987
O -3.99228 -0.19562 -3.72033 0.693 -1.320 0.139
C -1.07516 -2.46753 -1.76588 0.697 -0.404 -1.224
C 0.11701 -3.19414 -2.45398 0.171 -0.910 1.041
C 0.30581 -4.57619 -1.73963 -0.316 -0.064 -1.526
C 1.06997 -5.50059 -2.72650 0.560 0.618 1.112
S 0.96163 -7.26403 -2.28166 -0.250 -0.204 -0.114
C 1.26430 -7.22648 -0.49926 0.276 0.507 0.092
S 2.78066 -7.10138 0.05044 -0.168 0.015 0.098
N 0.12798 -7.27775 0.32269 1.289 -0.002 -2.346
C -1.17299 -7.46644 -0.14093 -0.419 0.118 1.913
C -1.88016 -7.45020 1.02305 -1.068 -0.203 -0.737
N -1.09985 -7.24480 2.14500 0.058 0.036 -0.294
C 0.11053 -7.14035 1.68043 -0.300 -0.114 0.470
H -3.02865 -0.92594 2.29575 0.276 -0.326 -0.234
H -1.39434 -0.24520 2.09919 -0.049 -0.374 -0.129
H -2.68257 0.05893 0.88448 0.115 -0.383 0.030
H 1.36687 -1.64164 -0.27720 -0.293 0.042 0.264
H 0.34167 -0.62007 0.70791 -0.383 -0.394 -0.055
H 0.78070 0.82111 -1.06713 -0.274 -0.101 -0.165
H 0.92099 -0.56554 -2.25326 -0.189 0.503 -0.077
H -1.55256 0.12029 -0.89030 -0.635 -0.339 -0.418
H -0.33187 1.48125 -3.09255 -0.339 -0.264 -0.020
H -2.10293 1.40072 -3.14583 0.040 -0.616 0.292
H -2.14715 3.13854 -1.75133 0.045 -0.333 0.190
H -1.52819 2.11009 -0.44532 0.145 0.214 -0.169
H 0.70624 2.99140 -2.20994 -0.322 0.156 0.059
H -0.22512 4.41064 -1.69009 -0.008 -0.204 0.093
H 1.63971 3.27332 -0.26798 -0.061 0.183 0.234
H -0.94332 3.91913 0.99932 0.198 0.215 -0.023
H 0.29742 5.12178 0.41634 -0.615 -0.054 0.387
H 0.52258 6.16447 2.43218 0.215 -0.083 0.191
H 1.81507 6.33761 4.53016 0.088 -0.292 0.011
H 2.93213 4.28901 5.45293 -0.164 0.169 -0.172
H 2.68397 2.12787 4.33997 -0.114 0.088 -0.255
H 0.68975 1.27049 2.59471 0.199 -0.171 -0.091
H -1.54585 -0.27241 -4.56495 -0.087 -0.104 0.422
H -0.18491 -1.33475 -4.25058 -0.244 -0.078 0.232
H -3.10542 -2.22399 -4.95547 0.350 0.190 0.156
H -4.23551 -2.88533 -3.25452 -0.126 -0.228 0.210
H -4.68871 -0.69258 -4.17594 -0.086 0.386 -0.096
H -1.88625 -3.20616 -1.80758 0.109 0.315 0.505
H 1.07593 -2.66917 -2.34389 -0.319 0.176 -0.275
H -0.05040 -3.42930 -3.50750 -0.145 0.419 0.178
H 0.84293 -4.47611 -0.79197 -0.219 -0.109 -0.127
H -0.68525 -5.03020 -1.58177 0.244 0.215 0.283
H 2.11753 -5.15913 -2.73780 -0.170 -0.392 -0.125
H 0.68879 -5.42713 -3.75252 -0.090 -0.179 0.296
H -1.52145 -7.58948 -1.15174 0.492 -0.039 0.058
H -2.95520 -7.60285 1.03260 0.256 0.085 0.507
H 1.02270 -6.96283 2.23622 -0.205 -0.070 -0.081
C 6.05492 2.74668 -0.60077 -0.325 -0.236 -0.041
C 6.22146 3.25494 -2.01693 0.496 0.309 0.574
O 5.47056 2.44646 -2.95351 -0.233 -0.122 -0.345
C 4.17965 2.69479 -3.03189 0.710 0.419 0.518
O 3.57774 3.51751 -2.39894 -0.461 -0.190 -0.204
C 3.53080 1.79667 -4.09242 -0.118 -0.668 -0.678
F 3.91268 0.51885 -3.98033 0.000 0.108 0.259
F 3.84222 2.19124 -5.32998 0.038 0.251 0.181
F 2.19170 1.82205 -3.99015 0.170 -0.389 0.348
H 6.32591 1.69173 -0.53982 0.139 0.051 -0.003
H 6.68491 3.31393 0.08301 0.018 0.013 -0.051
H 5.02021 2.83376 -0.26785 0.031 0.126 0.021
H 7.26348 3.17759 -2.31925 -0.116 -0.188 -0.239
H 5.93480 4.30234 -2.10653 -0.228 -0.097 -0.095
C 7.05391 8.86762 6.36555 0.074 -0.330 -0.122
C 5.89893 9.36498 5.52279 0.203 0.390 0.571
O 5.79299 8.61914 4.29291 -0.145 -0.153 -0.350
C 5.20318 7.43589 4.37736 0.137 0.618 0.613
O 4.76262 6.94248 5.37453 -0.149 -0.321 -0.259
C 5.12472 6.78852 2.98952 0.042 -0.429 -0.887
F 6.28614 6.87139 2.32553 0.050 0.101 0.230
F 4.19571 7.38750 2.22683 -0.053 0.139 0.256
F 4.80467 5.49825 3.06615 0.014 0.051 0.246
H 7.98145 8.88966 5.79199 -0.007 0.137 0.022
H 7.17190 9.48784 7.25343 -0.027 0.033 -0.038
H 6.89560 7.83719 6.68327 -0.082 0.051 0.068
H 6.06872 10.40062 5.23487 -0.019 -0.106 -0.285
H 4.95662 9.33058 6.06943 -0.030 -0.218 -0.114
C 0.98516 4.12693 -4.96038 -0.556 0.239 -0.140
C 1.50263 5.14765 -5.95142 0.373 -0.209 0.363
O 0.52715 5.41777 -6.97120 -0.139 0.130 -0.277
C -0.45028 6.25415 -6.63073 0.609 -0.182 0.394
O -0.57471 6.77688 -5.56310 -0.293 0.107 -0.119
C -1.38522 6.48394 -7.82465 -0.648 0.156 -0.722
F -1.71076 5.33082 -8.42708 0.148 -0.070 0.189
F -0.80266 7.26529 -8.74209 0.204 -0.043 0.188
F -2.51795 7.07380 -7.45312 0.173 -0.037 0.260
H 0.66754 3.22003 -5.47810 0.146 -0.012 -0.055
H 1.74891 3.87358 -4.23818 0.049 0.244 0.036
H 0.11663 4.51116 -4.42200 0.070 0.118 0.010
H 2.37989 4.75601 -6.46392 -0.158 0.026 -0.235
H 1.80339 6.07083 -5.45600 -0.218 0.062 -0.036
C -0.23929 -4.94423 4.77021 0.215 0.259 0.180
C -1.41726 -5.62836 5.42705 0.122 -0.196 -0.671
O -1.39050 -5.44744 6.85673 -0.127 0.053 0.381
C -1.83343 -4.27939 7.30313 0.041 -0.340 -0.766
O -2.23963 -3.38142 6.62437 -0.058 0.214 0.318
C -1.78779 -4.25228 8.83610 0.093 0.067 0.931
F -0.62203 -4.71399 9.30740 0.008 -0.010 -0.231
F -2.75990 -5.01469 9.35647 -0.035 -0.030 -0.262
F -1.94868 -3.01815 9.31102 -0.034 0.023 -0.295
H 0.69865 -5.29052 5.20917 -0.039 -0.119 -0.028
H -0.22891 -5.15196 3.70145 -0.104 -0.012 0.027
H -0.27940 -3.86384 4.91113 -0.099 -0.010 -0.070
H -1.36631 -6.70113 5.25349 0.000 -0.010 0.255
H -2.36463 -5.27946 5.01693 0.009 0.149 0.169
C -5.95577 -4.62762 0.38578 -0.310 0.108 -0.020
C -5.73912 -6.10785 0.16171 0.469 0.409 -0.058
O -6.85510 -6.87819 0.63964 -0.185 -0.300 0.039
C -7.91181 -6.92568 -0.16498 0.668 0.333 -0.121
O -8.00022 -6.38459 -1.22795 -0.302 -0.151 -0.023
C -9.00089 -7.81394 0.44927 -0.765 -0.469 0.408
F -9.19789 -7.53408 1.74343 0.187 0.140 -0.078
F -8.66175 -9.10866 0.36579 0.229 0.125 -0.113
F -10.16641 -7.66290 -0.17442 0.214 0.167 -0.160
H -6.16799 -4.42779 1.43692 0.137 -0.031 0.019
H -5.07221 -4.06332 0.09040 0.013 -0.056 0.056
H -6.80721 -4.26114 -0.18845 0.042 -0.055 -0.074
H -4.87237 -6.44289 0.72917 -0.207 -0.147 0.141
H -5.54642 -6.33275 -0.88833 -0.230 -0.050 -0.012


No. 4
59
Properties=species:S:1:pos:R:3:forces:R:3 method="wB97M-V/def2-TZVPD" molar_mass_g_mol=661.54 homo_ev=-15.141 relative_energy_ev=0.165 gap_ev=7.912 e_lumo_ev=-7.23 charge=+2 fmax_ev_per_a=0.706
Ru -0.37889 -0.21739 -0.51604 0.182 -0.294 0.616
C 2.53936 0.38994 -0.38684 -0.030 -0.010 -0.007
N 1.47348 0.12284 -1.42741 0.104 0.028 0.106
C 1.82428 -1.13538 -2.14826 -0.026 0.002 0.056
C 1.66383 -2.25165 -1.16100 0.007 -0.029 -0.017
C 2.45995 -3.38053 -1.18067 -0.014 0.000 -0.018
C 2.30693 -4.33250 -0.18546 0.006 -0.002 0.006
C 1.39262 -4.09211 0.82669 -0.017 0.010 -0.004
C 0.63178 -2.94066 0.77698 0.107 -0.050 -0.019
N 0.72811 -2.04655 -0.21209 0.021 0.118 -0.183
C 1.39339 1.28203 -2.35068 -0.103 0.074 0.028
C 0.38856 2.28813 -1.86633 0.020 -0.020 0.037
C 0.44099 3.59095 -2.32761 0.030 -0.017 0.013
C -0.52047 4.49810 -1.92104 -0.004 0.008 -0.001
C -1.49033 4.07426 -1.02860 -0.008 -0.005 0.018
C -1.47979 2.76268 -0.60267 0.081 0.055 0.002
N -0.57580 1.86209 -1.02021 -0.124 -0.033 -0.195
C 2.02062 0.58740 1.00329 0.029 0.032 0.044
C 2.88352 0.90607 2.03931 -0.001 0.025 0.001
C 2.35693 1.16346 3.29236 0.009 -0.002 -0.003
C 0.98044 1.11580 3.46517 -0.018 -0.009 -0.017
C 0.18777 0.78077 2.38834 0.010 0.054 0.050
N 0.70141 0.49801 1.18396 0.041 -0.029 -0.248
H 3.07236 1.29641 -0.67238 0.054 -0.036 -0.021
H 3.26975 -0.41911 -0.40610 -0.037 -0.043 0.028
H 2.84670 -1.08470 -2.53027 0.007 -0.011 0.007
H 1.15478 -1.25821 -2.99981 0.021 0.007 -0.031
H 3.19407 -3.50528 -1.96525 -0.003 0.000 -0.004
H 2.91075 -5.22973 -0.18535 -0.001 -0.002 -0.002
H 1.26575 -4.78158 1.64889 -0.001 0.001 0.001
H -0.06692 -2.70953 1.55897 -0.057 0.011 0.059
H 1.09171 0.92292 -3.32809 -0.059 -0.023 -0.084
H 2.37570 1.74099 -2.46709 -0.015 0.018 -0.014
H 1.22936 3.88156 -3.00899 -0.001 0.001 -0.003
H -0.50672 5.51613 -2.28553 0.004 0.003 0.005
H -2.25287 4.74652 -0.66274 -0.005 -0.006 0.003
H -2.20913 2.41686 0.10701 -0.021 0.023 -0.010
H 3.94887 0.96344 1.85872 0.000 0.003 0.002
H 3.00817 1.41423 4.11874 0.002 0.000 -0.001
H 0.52421 1.33459 4.41997 0.000 0.000 -0.001
H -0.88618 0.74097 2.47394 -0.017 -0.002 0.005
Cl -3.43065 0.21567 -2.82715 0.051 -0.026 0.002
Ge -1.42080 -0.61277 -2.76630 -0.180 0.009 -0.110
Cl -1.54080 -2.69275 -3.34891 0.066 -0.028 -0.017
Cl -0.67682 0.21062 -4.63857 0.066 0.046 0.094
C -1.99595 -1.67461 -0.44412 -0.138 0.291 -0.225
C -2.30957 -0.96801 0.79225 0.071 -0.050 -0.149
C -2.20158 -1.56839 2.07504 -0.063 0.048 0.006
C -2.72408 -0.94527 3.17796 0.009 -0.012 0.010
C -3.32732 0.31669 3.05509 0.000 0.001 -0.007
C -3.44215 0.92357 1.82003 -0.014 0.015 -0.014
C -2.97132 0.26707 0.68431 -0.029 0.007 0.037
H -2.79439 -1.58671 -1.17176 -0.081 -0.122 0.084
H -1.62839 -2.68911 -0.38712 0.048 0.013 0.083
H -1.82778 -2.57616 2.17102 0.024 -0.034 -0.006
H -2.70395 -1.43865 4.14036 0.007 0.004 0.000
H -3.74424 0.79508 3.93206 -0.004 0.003 -0.003
H -3.96301 1.86771 1.72556 0.001 0.000 0.005
H -3.19621 0.64382 -0.30555 -0.009 -0.014 0.011


No. 5
28
Properties=species:S:1:pos:R:3:forces:R:3 method="wB97M-V/def2-TZVPD" molar_mass_g_mol=410.12 homo_ev=-11.208 gap_ev=2.216 e_lumo_ev=-8.99 charge=+1 fmax_ev_per_a=2.168
C -0.56336 -2.83076 0.23650 0.109 -0.148 0.268
C -1.69108 -1.86113 0.32783 -1.367 0.287 -0.431
O -2.46603 -1.59024 -0.56216 0.845 -0.068 0.399
O -1.80307 -1.28031 1.55378 1.021 0.122 -0.063
C -2.24305 0.06849 1.55792 -0.973 0.030 -0.105
C -1.47747 1.01940 0.66373 0.247 0.160 0.048
C 0.04911 0.85651 0.79359 -0.048 0.447 0.143
C 0.73041 1.36064 -0.48605 0.139 -0.438 -0.054
C 2.20042 0.98761 -0.41103 -0.822 1.756 0.789
B 2.82050 0.14618 -1.89500 1.019 -1.442 -1.258
S 4.07413 1.14678 -2.69534 0.248 0.087 0.484
Cl 3.40572 -1.48826 -1.54035 -0.126 -0.039 0.103
H -0.01764 -2.89279 1.17344 -0.046 -0.052 0.064
H -0.94800 -3.81301 -0.02947 0.075 0.010 -0.153
H 0.11653 -2.47768 -0.53719 -0.024 -0.137 -0.174
H -2.21784 0.38499 2.59897 0.077 -0.113 0.031
H -3.31744 0.09189 1.22629 1.166 0.150 0.044
H -1.73701 2.02934 0.98544 -0.121 0.019 -0.079
H -1.79726 0.92937 -0.37234 0.027 -0.213 -0.043
H 0.38389 1.47626 1.62726 0.124 -0.195 0.141
H 0.33126 -0.17183 1.01593 -0.074 -0.106 -0.120
H 0.64497 2.44539 -0.54890 -0.054 0.002 -0.220
H 0.23067 0.92188 -1.34374 -0.115 0.012 0.010
H 2.46996 0.31104 0.39493 0.151 -0.582 -0.440
H 2.80747 1.88393 -0.31607 0.214 -0.126 -0.010
H 1.84179 0.07662 -2.64483 -0.269 0.507 0.668
H 3.45964 2.33135 -2.62368 -0.298 0.183 -0.269
Hg -5.28721 -0.06168 1.85056 -1.123 -0.113 0.225